# 1
# C4H32NO14

13 unconnected molecules or ions with the total composition C4H32NO14 (ωB97M-V/def2-TZVPD, OMol25).

Results
Frontier orbital gap   8.7 eV
Energy above the lowest of the compared OMol25 structures with the same formula, charge and spin   540.5 kJ/mol
Total charge   -1

Element x y z (Å)
C  -2.2969  -2.6351  -0.8293
N  -2.7227  -1.2476  -0.5949
C  -3.0351  -1.0349  1.9197
C  -2.2707  -0.6087  0.6169
C  -0.6676  -0.7104  0.8603
O  -0.0137  -0.3530  -0.0889
O  -0.1342  -0.8789  1.9495
H  -3.0184  -3.5007  -1.0140
H  -1.7743  -2.9066  0.1296
H  -1.5661  -2.7051  -1.5571
H  -3.6710  -1.1766  -0.8575
H  -2.6806  -2.0069  2.2278
H  -2.7367  -0.2967  2.7412
H  -4.1613  -0.9817  1.9562
H  -2.5057  0.5325  0.5418
H  1.1130  -2.0865  2.0475
H  1.9786  -3.0251  2.7783
O  1.9396  -2.5279  1.9950
H  -0.8795  -2.7483  3.5370
H  -0.3660  -1.6431  4.3607
O  -0.2865  -2.5377  4.3211
H  0.4058  -0.5621  -1.8796
H  0.9706  -1.5038  -3.1484
O  0.2665  -0.8941  -2.8954
H  1.1211  1.6569  0.3851
H  0.1703  1.9329  -0.6656
O  0.9665  2.3014  -0.3084
H  0.0579  3.4780  2.4070
H  0.4036  2.3901  3.6387
O  0.1355  3.2970  3.4293
H  0.6818  4.2647  0.5491
H  -0.2460  4.0573  -0.5122
O  -0.2139  4.5751  0.3361
H  4.2936  0.5504  -0.3559
H  4.3827  -0.2692  -1.6517
O  4.4393  0.5849  -1.3167
H  0.9787  0.3120  -3.3923
H  1.9991  1.3833  -2.6201
O  1.5481  1.1303  -3.4420
H  -1.6293  2.7912  -3.3582
H  -0.2817  3.1776  -3.4509
O  -1.0250  3.2191  -2.8907
H  2.8573  -3.1421  0.2709
H  2.2934  -2.0466  -0.4485
O  2.7581  -2.8242  -0.6605
H  2.2266  1.3581  2.2848
H  1.2825  0.1611  2.7965
O  1.6235  1.1061  2.8689
H  -0.6482  0.1792  -4.4572
H  -0.9226  1.4728  -3.8676
O  -1.1400  0.9414  -4.6853

=====

# 2
# C25H15AlI2N6O4

A molecular structure, C25H15AlI2N6O4 (ωB97M-V/def2-TZVPD, OMol25).

Results
Frontier orbital gap   5.8 eV
Energy above the lowest of the compared OMol25 structures with the same formula, charge and spin   46.2 kJ/mol
Total charge   0

Element x y z (Å)
Al  1.1726  0.0976  -0.1617
C  1.9339  -2.2556  3.1865
C  0.6559  -2.5642  3.6637
C  -0.4091  -1.8238  3.2173
C  -0.2154  -0.8130  2.2548
N  1.0189  -0.6020  1.7147
C  2.0577  -1.2829  2.2300
N  -1.3002  -0.0896  1.9303
C  -1.2848  0.8605  1.0549
N  -0.2154  1.2528  0.2904
C  -0.6146  2.2218  -0.5872
N  0.1568  2.8411  -1.4227
C  1.4802  2.6222  -1.5079
C  2.2155  3.5719  -2.2434
C  3.5775  3.4641  -2.3468
C  4.2274  2.4004  -1.7104
C  3.4609  1.4815  -1.0420
N  2.1229  1.5657  -0.9431
C  -2.0349  2.4767  -0.3883
C  -2.9513  3.2807  -1.0433
C  -4.2665  3.2511  -0.5980
C  -4.6562  2.4614  0.4790
C  -3.7492  1.6353  1.1256
C  -2.4440  1.6426  0.6701
H  2.8085  -2.7876  3.5249
H  0.5198  -3.3579  4.3836
H  -1.4189  -1.9809  3.5622
H  3.0264  -1.0257  1.8253
H  1.6581  4.3705  -2.7015
H  4.1374  4.1939  -2.9112
H  5.3004  2.2959  -1.7476
H  3.8980  0.6202  -0.5544
H  -2.6494  3.8897  -1.8810
H  -5.0130  3.8459  -1.1031
H  -5.6846  2.4858  0.8080
H  -4.0394  0.9993  1.9451
O  -2.7725  -5.1761  -0.1839
C  -3.1083  -4.0067  -0.2340
O  -4.0965  -3.3664  0.0982
C  -1.9745  -3.0298  -0.8032
C  -2.3356  -1.8167  -1.3833
C  -1.3725  -0.8499  -1.5719
N  -0.1037  -1.0472  -1.2082
C  0.2750  -2.2705  -0.7935
C  -0.6247  -3.2932  -0.5733
C  1.7546  -2.3355  -0.5491
O  2.3449  -3.3654  -0.3188
O  2.3244  -1.1631  -0.6025
H  -3.3684  -1.6289  -1.6279
H  -1.5997  0.1247  -1.9868
H  -0.3038  -4.2539  -0.1948
I  5.0768  -2.5485  -0.3534
I  7.4035  -1.2162  -0.6872

=====

# 3
# H8O4

4 unconnected molecules or ions with the total composition H8O4 (ωB97M-V/def2-TZVPD, OMol25).

Results
Frontier orbital gap   11.9 eV
Energy above the lowest of the compared OMol25 structures with the same formula, charge and spin   79.6 kJ/mol
Total charge   0
SMILES   O.O.O.O

Element x y z (Å)
O  -0.0719  1.1370  2.2029
H  0.1005  0.3372  2.6295
H  0.5899  0.9696  1.4575
O  -1.4736  0.0302  -0.0891
H  -1.2342  0.6210  0.6106
H  -2.2754  0.4304  -0.4715
O  0.2986  -0.8893  -2.1538
H  -0.4173  -0.9014  -1.4983
H  0.6387  -1.7270  -2.0367
O  1.4478  0.3668  -0.0625
H  1.0774  0.1076  -0.9641
H  1.3194  -0.4821  0.3757

=====

# 4
# C23H41Cl3InN3O3Si

A molecular structure, C23H41Cl3InN3O3Si (ωB97M-V/def2-TZVPD, OMol25).

Results
Frontier orbital gap   8.6 eV
Energy above the lowest of the compared OMol25 structures with the same formula, charge and spin   0.0 kJ/mol
Total charge   0

Element x y z (Å)
C  2.3978  -2.4048  -2.5623
C  1.9067  -1.5279  -3.6712
H  2.1481  -3.4486  -2.7709
H  1.9808  -2.0786  -1.6035
H  3.4900  -2.3559  -2.4635
C  1.7737  -1.9415  -4.9444
C  2.0185  -3.3340  -5.4060
H  1.5392  -1.2328  -5.7430
H  1.5740  -4.0709  -4.7258
H  3.0849  -3.5728  -5.5127
H  1.5755  -3.4543  -6.4021
In  1.0450  -0.1636  3.2555
Cl  2.7513  1.4519  3.8330
Cl  1.9653  -0.9689  1.1413
C  0.1063  2.7415  2.2351
O  -0.3457  1.6737  2.7191
N  -0.6714  3.6837  1.6818
C  -2.0973  3.4379  1.4785
C  -0.0204  4.8141  1.0379
H  1.1874  2.9566  2.2263
H  -2.5168  2.9547  2.3660
H  -2.2766  2.8015  0.6003
H  -2.5900  4.3995  1.3135
H  0.9047  5.0237  1.5837
H  -0.6630  5.6936  1.0570
H  0.2375  4.6075  -0.0086
H  -0.4474  -4.9409  3.7203
H  -0.2205  -3.0220  1.1132
C  -1.4653  -4.6295  3.4450
C  -1.2560  -3.3010  1.3487
N  -1.4850  -3.3291  2.7901
H  -2.0824  -4.5934  4.3522
C  -1.4023  -2.2005  3.5137
O  -1.1944  -1.0649  3.0195
H  -1.9394  -2.5863  0.8804
H  -1.4201  -2.3304  4.6100
H  -1.8820  -5.3560  2.7433
H  -1.4528  -4.3048  0.9711
O  0.5530  -0.2739  -2.2122
C  1.4992  -0.1196  -3.2601
C  -0.1864  0.4503  -5.0523
C  1.0151  0.7525  -4.4076
H  -0.7704  -0.4170  -4.7270
C  -0.5841  1.2017  -6.1625
H  2.4044  0.3148  -2.8140
C  1.8290  1.7810  -4.8889
H  -1.5383  0.9636  -6.6467
C  0.2506  2.2039  -6.6646
C  1.4641  2.4922  -6.0278
H  2.7706  1.9349  -4.3655
H  -0.0301  2.7449  -7.5685
H  2.1426  3.2603  -6.4079
Si  -0.7157  0.5987  -1.6022
Cl  1.4466  -2.5742  4.1007
C  -2.2791  0.0974  -2.4912
C  -0.3786  2.4096  -1.8636
C  -0.8472  0.0924  0.1654
H  -2.3466  0.4560  -3.5328
H  -3.1147  0.5279  -1.9118
H  -2.3895  -0.9997  -2.4880
H  -0.6051  -0.9694  0.2924
H  -1.8105  0.3032  0.6442
H  -0.0717  0.6252  0.7285
H  -0.1423  2.6331  -2.9137
H  0.4709  2.7488  -1.2548
H  -1.2610  3.0049  -1.5907
C  0.2845  -0.2483  8.9187
C  -0.6260  0.1827  7.7554
C  -0.0603  0.0544  6.4248
N  0.3251  -0.0165  5.3359
H  0.4927  -1.3241  8.8613
H  -0.2236  -0.0294  9.8664
H  1.2385  0.2936  8.8897
H  -1.5494  -0.4186  7.7661
H  -0.9147  1.2365  7.8823

=====

# 5
# C4H4Br2F3NO2

A molecular structure, C4H4Br2F3NO2 (ωB97M-V/def2-TZVPD, OMol25).

Results
Frontier orbital gap   10.4 eV
Energy above the lowest of the compared OMol25 structures with the same formula, charge and spin   0.0 kJ/mol
Total charge   0

Element x y z (Å)
C  0.0693  -1.2106  0.5597
C  0.6009  1.0028  -0.0735
C  -1.1239  -3.5113  0.9378
C  0.1229  -4.4699  -0.0192
N  -1.0810  -2.1405  0.6633
O  1.1961  -1.5241  0.8511
O  -0.3900  -0.0258  0.2618
F  1.2193  -4.4682  0.6836
F  0.2673  -3.7772  -1.1272
F  -0.1889  -5.6753  -0.3213
Br  -2.7628  -4.3738  0.8273
Br  -0.5706  -3.7959  2.8864
H  0.8996  0.7990  -1.0925
H  1.4391  1.1891  0.6796
H  0.1573  2.0475  -0.0282
H  -1.9266  -1.7027  0.5052

=====

# 6
# C19H25N3O2S2

A single C19H25N3O2S2 molecule (ωB97M-V/def2-TZVPD, OMol25).

Results
Frontier orbital gap   8.2 eV
Energy above the lowest of the compared OMol25 structures with the same formula, charge and spin   7.0 kJ/mol
Total charge   0
SMILES   CCCCc1ccc(NC(=S)NCCc2ccc(S(N)(=O)=O)cc2)cc1

Element x y z (Å)
C  0.0732  4.0743  -1.1777
C  1.2608  4.5563  -0.3524
C  1.7244  3.5510  0.7032
C  2.5854  2.4069  0.1507
C  1.8540  1.4611  -0.7537
C  0.7495  0.7603  -0.2817
C  0.0720  -0.1286  -1.0911
C  0.5036  -0.3665  -2.3948
N  -0.1649  -1.2812  -3.2250
C  -0.6632  -2.5022  -2.8970
S  -1.6085  -3.3098  -3.9877
N  -0.3036  -3.0291  -1.7096
C  -0.8316  -4.2548  -1.1733
C  -1.9970  -4.0151  -0.1915
C  -1.6779  -2.9066  0.7704
C  -0.5249  -2.9551  1.5521
C  -0.1540  -1.8716  2.3274
C  -0.9490  -0.7425  2.3348
S  -0.4012  0.7012  3.2364
N  -1.0858  0.5549  4.7479
O  -0.9748  1.8674  2.6370
O  1.0159  0.6206  3.4135
C  -2.1237  -0.6891  1.6130
C  -2.4836  -1.7729  0.8284
C  1.5932  0.3471  -2.8834
C  2.2543  1.2479  -2.0684
H  -0.2878  4.8752  -1.8203
H  0.3438  3.2295  -1.8047
H  -0.7370  3.7666  -0.5205
H  2.0939  4.7995  -1.0170
H  0.9712  5.4773  0.1597
H  0.8572  3.1436  1.2248
H  2.3296  4.0805  1.4429
H  3.4456  2.8262  -0.3769
H  2.9564  1.8358  1.0067
H  0.4079  0.9270  0.7284
H  -0.8175  -0.6167  -0.7242
H  -0.2580  -1.0395  -4.2018
H  0.2808  -2.4702  -1.1047
H  -0.0170  -4.7859  -0.6749
H  -1.1876  -4.8556  -2.0137
H  -2.1906  -4.9460  0.3448
H  -2.8899  -3.7561  -0.7610
H  0.0972  -3.8375  1.5349
H  0.7598  -1.8686  2.9003
H  -2.0876  0.6335  4.7591
H  -0.7356  -0.2156  5.2897
H  -2.7124  0.2145  1.6351
H  -3.3829  -1.7276  0.2319
H  1.9191  0.1916  -3.9017
H  3.0984  1.7943  -2.4642

=====

Per-record max |F|, eV/Å: 7.16; 1.86; 3.38; 2.82; 4.58; 0.90